No. 1
{"formula": "H30O15", "method": "wB97M-V/def2-TZVPD", "species": ["O", "H", "H", "O", "H", "H", "O", "H", "H", "O", "H", "H", "O", "H", "H", "O", "H", "H", "O", "H", "H", "O", "H", "H", "O", "H", "H", "O", "H", "H", "O", "H", "H", "O", "H", "H", "O", "H", "H", "O", "H", "H", "O", "H", "H"], "xyz": [[-1.42, -1.01, 1.39], [-1.46, -0.24, 0.80], [-2.20, -1.43, 0.99], [4.99, 0.44, 0.15], [4.38, -0.28, 0.00], [4.68, 1.32, -0.08], [-1.52, 2.54, -0.75], [-1.88, 2.32, -1.62], [-2.21, 3.06, -0.32], [1.81, -2.10, -0.36], [0.87, -1.96, -0.58], [1.57, -3.03, -0.19], [2.86, 0.95, -2.53], [3.30, 1.81, -2.61], [2.44, 1.16, -1.69], [-2.53, -0.61, -4.29], [-1.99, -1.34, -4.62], [-2.02, -0.33, -3.53], [0.97, 2.83, -1.98], [1.03, 1.94, -2.34], [0.31, 2.87, -1.27], [-0.90, -3.96, 0.78], [-1.75, -3.46, 0.60], [-0.65, -3.25, 1.38], [-4.05, 1.19, 0.58], [-3.35, 0.92, 1.20], [-4.21, 0.35, 0.12], [0.12, -1.28, 4.30], [-0.35, -0.45, 4.24], [0.62, -1.42, 3.49], [-2.81, -2.13, -0.70], [-2.32, -1.48, -1.22], [-2.30, -2.97, -0.87], [1.55, -1.17, -3.69], [2.31, -1.74, -3.89], [2.00, -0.34, -3.46], [0.67, 1.74, 2.43], [0.17, 0.93, 2.21], [0.48, 2.26, 3.20], [-1.87, 2.64, 2.84], [-1.39, 3.29, 2.34], [-2.66, 2.12, 2.67], [2.35, -0.15, 1.84], [2.82, -0.90, 2.22], [2.23, 0.61, 2.36]], "homo_ev": -10.76, "energy_ha": -1146.4932, "de_lowest_kcal_mol": 92.2, "gap_ev": 10.0}

=====

No. 2
{"formula": "C6H12O", "method": "wB97M-V/def2-TZVPD", "species": ["C", "O", "C", "C", "C", "C", "C", "H", "H", "H", "H", "H", "H", "H", "H", "H", "H", "H", "H"], "xyz": [[2.89, 0.76, 0.13], [1.97, 0.75, 1.23], [1.67, -0.42, 1.71], [-0.85, -0.39, -0.26], [-0.88, 1.12, -0.31], [-1.62, -1.20, -1.27], [-2.08, -1.15, 0.16], [2.33, 0.98, -0.78], [3.36, -0.22, 0.05], [3.62, 1.55, 0.31], [0.09, -0.83, 0.06], [0.93, -0.17, 2.51], [-0.12, 1.52, -1.00], [-0.68, 1.55, 0.68], [-1.85, 1.48, -0.65], [-1.17, -2.12, -1.64], [-2.20, -0.66, -2.01], [-1.96, -2.04, 0.77], [-2.98, -0.58, 0.39]], "homo_ev": -8.71, "energy_ha": -310.8960, "de_lowest_kcal_mol": 102.4, "gap_ev": 9.5}

=====

No. 3
{"formula": "C31H27ClFN3O9S2Ti", "method": "wB97M-V/def2-TZVPD", "species": ["Ti", "O", "S", "O", "O", "C", "C", "C", "C", "C", "C", "S", "O", "O", "O", "H", "H", "H", "H", "C", "C", "C", "C", "C", "C", "C", "F", "C", "C", "C", "O", "C", "C", "N", "C", "C", "O", "O", "H", "H", "H", "H", "H", "H", "H", "H", "H", "H", "H", "C", "C", "N", "C", "C", "N", "H", "H", "H", "H", "H", "H", "Cl", "C", "C", "C", "C", "C", "C", "C", "H", "H", "H", "H", "H", "H"], "xyz": [[0.76, -0.34, 1.14], [1.44, 0.65, 5.30], [1.38, -0.59, 4.57], [0.72, -1.68, 5.27], [0.84, -0.43, 3.21], [3.10, -1.15, 4.44], [3.57, -1.55, 5.69], [4.85, -2.05, 5.87], [5.69, -2.16, 4.77], [5.24, -1.76, 3.53], [3.95, -1.25, 3.34], [3.62, -0.72, 1.63], [4.88, -0.90, 0.95], [2.54, -1.60, 1.12], [3.10, 0.64, 1.69], [2.90, -1.47, 6.54], [5.18, -2.35, 6.86], [6.69, -2.56, 4.87], [5.88, -1.83, 2.67], [-1.36, 4.86, -3.83], [-0.36, 3.87, -4.42], [-0.89, 3.36, -5.76], [0.08, 2.36, -6.36], [0.33, 1.24, -5.39], [0.64, -0.05, -5.86], [0.86, -1.05, -4.93], [1.15, -2.30, -5.41], [0.80, -0.86, -3.58], [0.50, 0.44, -3.08], [0.49, 0.68, -1.69], [0.72, -0.30, -0.86], [0.20, 2.02, -1.24], [-0.07, 2.97, -2.17], [-0.10, 2.75, -3.52], [0.25, 1.48, -4.03], [0.12, 2.48, 0.20], [-0.32, 3.60, 0.44], [0.52, 1.66, 1.11], [-1.70, 5.54, -4.62], [-0.93, 5.47, -3.03], [-2.22, 4.34, -3.42], [0.59, 4.40, -4.61], [-1.04, 4.22, -6.42], [-1.86, 2.89, -5.59], [1.01, 2.87, -6.62], [-0.32, 1.95, -7.30], [0.69, -0.26, -6.92], [1.00, -1.66, -2.88], [-0.30, 3.96, -1.82], [-2.00, 1.23, 3.11], [-2.36, 0.54, 1.84], [-1.53, -0.04, 1.01], [-2.27, -0.46, -0.08], [-3.57, -0.14, 0.12], [-3.62, 0.49, 1.34], [-1.07, 0.81, 3.50], [-2.79, 1.11, 3.85], [-1.82, 2.29, 2.92], [-1.80, -0.97, -0.90], [-4.45, -0.33, -0.47], [-4.44, 0.83, 1.81], [-5.89, -3.85, 1.87], [-4.16, -3.54, 1.73], [-3.50, -3.89, 0.57], [-2.15, -3.62, 0.45], [-1.41, -2.99, 1.48], [-0.02, -2.63, 1.34], [-2.13, -2.69, 2.66], [-3.48, -2.95, 2.78], [-4.04, -4.36, -0.25], [-1.64, -3.88, -0.47], [0.47, -3.11, 0.50], [0.54, -2.76, 2.26], [-1.60, -2.22, 3.48], [-4.01, -2.69, 3.69]], "homo_ev": [0.05, -1.81], "energy_ha": -4245.1269, "total_charge": -2, "multiplicity": 3, "de_lowest_kcal_mol": 6.7, "gap_ev": [4.1, 5.9]}

=====

No. 4
{"formula": "C25H40AlCl4N3O3Si", "method": "wB97M-V/def2-TZVPD", "species": ["C", "C", "H", "H", "H", "C", "C", "H", "H", "H", "H", "Al", "Cl", "Cl", "C", "O", "N", "C", "C", "H", "H", "H", "H", "H", "H", "H", "H", "H", "C", "C", "N", "H", "C", "O", "H", "H", "H", "H", "O", "C", "C", "C", "H", "C", "H", "C", "H", "C", "C", "H", "H", "H", "Si", "Cl", "C", "C", "C", "H", "H", "H", "H", "H", "H", "H", "H", "H", "Cl", "C", "C", "C", "C", "N", "C", "H", "H", "H", "H"], "xyz": [[1.56, -0.83, -3.11], [1.11, 0.60, -3.04], [1.27, -1.32, -4.04], [1.18, -1.41, -2.25], [2.67, -0.85, -3.06], [0.58, 1.31, -4.05], [0.38, 0.82, -5.45], [0.34, 2.36, -3.90], [0.56, -0.25, -5.58], [1.05, 1.37, -6.13], [-0.64, 1.04, -5.79], [0.29, -0.17, 0.88], [2.48, -0.05, 1.27], [0.30, -2.28, 0.20], [0.68, 2.60, 1.56], [-0.02, 1.56, 1.66], [0.22, 3.81, 1.89], [-1.17, 3.99, 2.29], [1.09, 4.97, 1.93], [1.72, 2.52, 1.21], [-1.66, 3.02, 2.30], [-1.68, 4.66, 1.58], [-1.20, 4.44, 3.29], [2.11, 4.68, 1.63], [1.12, 5.38, 2.95], [0.74, 5.75, 1.24], [-1.42, -0.90, -2.53], [-2.34, 1.64, -2.58], [-2.25, -1.13, -1.85], [-3.18, 1.17, -2.05], [-2.72, 0.09, -1.20], [-1.93, -1.87, -1.11], [-2.49, 0.38, 0.08], [-1.70, -0.25, 0.83], [-3.66, 1.91, -1.41], [-3.00, 1.29, 0.44], [-3.08, -1.55, -2.44], [-3.90, 0.80, -2.79], [0.29, 0.57, -0.83], [1.25, 1.15, -1.64], [-0.05, 3.32, -1.53], [1.20, 2.70, -1.54], [-0.94, 2.68, -1.55], [-0.14, 4.71, -1.51], [2.24, 0.84, -1.26], [2.36, 3.48, -1.47], [-1.13, 5.18, -1.49], [1.01, 5.49, -1.51], [2.26, 4.87, -1.49], [3.33, 2.96, -1.44], [0.94, 6.58, -1.52], [3.17, 5.47, -1.47], [0.36, -5.87, 0.32], [0.44, -4.94, -1.56], [-1.46, -6.19, 0.70], [1.51, -5.07, 1.54], [0.93, -7.63, 0.01], [-2.10, -5.34, 0.42], [-1.58, -6.44, 1.76], [-1.74, -7.07, 0.10], [0.22, -8.11, -0.66], [0.96, -8.20, 0.95], [1.92, -7.65, -0.45], [1.33, -3.99, 1.63], [2.54, -5.22, 1.20], [1.37, -5.57, 2.51], [1.11, 0.50, 6.43], [0.29, -0.39, 5.22], [-0.64, -1.38, 5.55], [-1.31, -2.03, 4.52], [-1.00, -1.69, 3.20], [-0.06, -0.79, 2.88], [0.60, -0.16, 3.87], [-0.79, -1.61, 6.60], [-2.05, -2.81, 4.70], [-1.48, -2.16, 2.34], [1.40, 0.50, 3.58]], "homo_ev": -8.13, "energy_ha": -3739.6337, "de_lowest_kcal_mol": 0.0, "gap_ev": 8.3}

=====

No. 5
{"formula": "C5H4N2O", "method": "wB97M-V/def2-TZVPD", "species": ["C", "C", "C", "C", "C", "H", "H", "H", "H", "N", "N", "O"], "xyz": [[0.82, 1.61, -0.39], [0.14, 1.90, 0.62], [-0.35, -0.20, 0.55], [-1.01, -1.47, 0.31], [-1.25, -2.62, 0.11], [1.47, -1.34, -0.93], [1.60, 2.09, -0.95], [0.03, 2.92, 0.93], [-1.28, -3.78, -0.19], [0.43, 0.36, -0.53], [-0.52, 0.78, 1.40], [1.09, -0.39, -1.51]], "homo_ev": -8.85, "energy_ha": -377.4432, "de_lowest_kcal_mol": 138.6, "gap_ev": 9.1}